Record 1
{
  "formula": "C3H4BeO3",
  "method": "ωB97M-V with the def2-TZVPD basis set",
  "gap_ev": 7.8,
  "charge": 2,
  "de_lowest_kcal_mol": 7.0,
  "lumo_ev": -12.31,
  "e_tot_ha": -356.3551,
  "multiplicity": 1,
  "molar_mass_g_mol": 97.074,
  "species": ["O", "O", "O", "C", "C", "C", "Be", "H", "H", "H", "H"],
  "positions_angstrom": [[0.991, 0.701, 0.465], [1.704, -1.328, 0.166], [-0.487, -0.990, 0.138], [-1.609, -0.221, 0.370], [-1.797, 1.007, -0.158], [0.743, -0.586, 0.363], [2.368, 0.141, 0.447], [0.082, 1.324, 0.301], [-2.251, -0.686, 1.119], [-2.605, 1.593, 0.286], [-1.613, 1.141, -1.228]]
}



Record 2
{
  "formula": "C33H42N3O17P2S",
  "method": "ωB97M-V with the def2-TZVPD basis set",
  "gap_ev": 3.8,
  "charge": -1,
  "lumo_ev": -1.01,
  "e_tot_ha": -3806.7572,
  "multiplicity": 1,
  "molar_mass_g_mol": 846.718,
  "species": ["S", "P", "P", "O", "O", "O", "O", "O", "O", "O", "O", "O", "O", "O", "O", "O", "O", "O", "O", "O", "N", "N", "N", "C", "C", "C", "C", "C", "C", "C", "C", "C", "C", "C", "C", "C", "C", "C", "C", "C", "C", "C", "C", "C", "C", "C", "C", "C", "C", "C", "C", "C", "C", "C", "C", "C", "H", "H", "H", "H", "H", "H", "H", "H", "H", "H", "H", "H", "H", "H", "H", "H", "H", "H", "H", "H", "H", "H", "H", "H", "H", "H", "H", "H", "H", "H", "H", "H", "H", "H", "H", "H", "H", "H", "H", "H", "H", "H"],
  "positions_angstrom": [[-3.851, 1.998, -0.211], [3.710, -4.077, 6.377], [-1.703, 7.231, -2.369], [0.309, -1.786, -5.778], [2.992, -2.763, 6.342], [3.015, -4.389, -0.369], [-0.822, -4.026, 1.393], [-5.169, 1.947, -0.833], [1.359, -2.155, -3.837], [2.209, -5.553, 1.326], [-0.361, 7.979, -3.094], [-3.201, 6.681, -1.765], [-1.040, 5.890, -2.252], [3.646, -4.260, 4.695], [-3.916, 0.889, 1.028], [-3.465, 3.304, 0.303], [3.980, -4.036, 8.067], [2.652, -5.319, 6.559], [0.878, -5.057, -2.591], [-1.467, 8.129, -1.016], [-0.773, -0.641, 1.406], [0.652, -4.710, -0.271], [0.076, 0.725, -4.389], [-4.320, 7.529, -2.049], [-0.204, -0.954, 0.115], [1.575, -5.182, 7.470], [0.882, -1.729, -2.568], [-0.143, -3.716, 0.460], [-3.604, -4.465, -3.565], [-2.091, -2.444, -3.372], [0.285, -0.271, 3.732], [5.001, -4.925, 8.533], [0.068, -2.339, -0.277], [0.234, -2.260, -4.677], [0.094, 0.234, 2.243], [-1.557, 7.499, 0.255], [-1.398, -4.295, -4.885], [-2.672, 1.333, -1.466], [-1.080, -2.985, -4.296], [2.430, 2.661, -4.039], [1.494, 2.702, -5.166], [-3.313, -3.140, -3.009], [0.101, 0.087, -0.911], [2.048, -4.872, 0.245], [0.743, -4.320, -1.661], [-2.634, -5.006, -4.515], [0.607, -2.768, -1.585], [0.642, -0.312, -2.234], [-0.496, 9.371, -3.402], [-0.164, 1.606, -0.668], [-1.340, 2.158, -1.586], [4.196, -5.453, 4.130], [0.950, 0.759, -3.340], [2.089, 1.603, -3.087], [1.754, -0.815, 3.878], [0.431, 1.731, -5.245], [-2.549, 7.677, 0.674], [-0.543, 9.963, -2.483], [-0.439, 1.870, 0.382], [-3.192, 1.103, 1.655], [3.275, 3.372, -3.936], [5.963, -4.657, 8.090], [-4.525, -5.005, -3.258], [-1.897, -1.440, -2.922], [-0.737, -4.805, -5.619], [-1.718, -0.280, 1.304], [4.183, -5.354, 3.043], [-2.842, -6.010, -4.945], [1.605, 3.477, -5.958], [-1.064, 2.216, -2.668], [2.709, 1.453, -2.174], [0.380, 9.685, -3.970], [1.317, -4.138, 7.655], [-1.390, 9.548, -4.001], [1.930, -1.685, 3.196], [5.073, -4.832, 9.617], [-2.534, 0.247, -1.228], [-4.163, 8.527, -1.628], [1.059, 0.459, 1.721], [0.708, -5.691, 7.048], [-5.210, 7.090, -1.600], [5.223, -5.606, 4.465], [1.922, -1.051, 4.959], [0.209, 0.643, 4.395], [-1.493, 3.228, -1.254], [1.838, -5.667, 8.414], [2.451, 0.017, 3.595], [3.584, -6.317, 4.403], [-0.448, 1.231, 2.331], [-0.512, -0.975, 4.075], [-0.815, 7.954, 0.911], [-1.372, 6.426, 0.201], [-3.169, 1.367, -2.476], [4.753, -5.960, 8.280], [-4.469, 7.604, -3.129], [-0.224, 1.803, -6.157], [-4.001, -2.649, -2.279], [0.803, 2.137, -0.906]]
}